Here is a structure of composition C23H36FIrN6O4SSi2 from the OMol25 dataset. Energies are from the ωB97M-V functional and the def2-TZVPD basis.

```
74
Properties=species:S:1:pos:R:3:mulliken_charge:R:1
H -1.8387 1.9139 -4.6563 0.4691
H 4.1166 3.0402 1.7331 0.2878
H -0.0096 0.9354 -3.2901 0.4771
O -3.1397 -4.3413 -2.8716 -0.6394
C -3.3219 1.8353 -1.6162 -1.1614
C -0.9624 1.1978 -2.8470 -0.2903
O -1.2000 -1.7800 -0.5923 -0.6681
H 0.9524 -1.5522 5.6288 0.3994
N -1.0882 0.9318 -1.5451 0.0590
H 5.1236 2.4806 -0.6620 0.2855
C -1.9755 1.7542 -3.5971 -0.9303
O -5.0817 -4.9555 1.1849 -0.6226
H -4.2415 2.0840 -1.1062 0.5195
C 2.8525 0.1989 -3.0805 -0.9637
C -0.1711 -0.8092 2.6234 0.3160
N -0.1388 -1.1296 3.9341 -0.1584
H 3.1296 3.1145 -3.9048 0.4275
C 3.1066 3.0234 2.1488 -1.1655
C 4.9391 1.7477 -1.4516 -1.2312
H 0.2469 -4.3892 -1.6918 0.2930
C -0.3591 -2.3350 -1.3216 0.7925
H 5.5425 2.0316 -2.3170 0.3510
H 1.1800 4.5846 -1.0296 0.3493
H 1.8597 -1.5867 4.1142 0.2782
O 0.7235 -1.8034 -1.6811 -0.8233
H 2.8180 0.8285 0.3288 0.3515
H 1.6272 3.3807 -3.0188 0.2890
H -4.5173 0.4524 0.6396 0.4252
H 0.0546 2.1327 2.4285 0.1674
H 2.2944 -0.6115 -2.6156 0.0971
C 2.7026 3.2241 -2.9051 -1.1958
F -2.5568 -4.6987 2.4465 -0.3397
Si 3.1014 1.6668 -1.9085 0.5601
C -3.6923 0.9051 1.1904 -2.0195
C 0.1191 2.9456 1.7029 -0.8753
H -0.9327 -3.7494 -2.8443 0.4114
C 0.9204 -1.8727 4.5872 -0.6773
H 0.0005 3.8845 2.2494 0.5576
H 2.8108 4.9053 -0.4297 0.2888
H 0.6675 -3.6862 3.4474 0.1126
H 2.3160 0.5053 -3.9823 0.3594
Si 1.7845 2.9644 0.7952 0.3913
H -3.9298 1.9578 1.3634 0.3584
C -2.2737 1.2091 -0.9018 0.9344
H -4.9326 -4.8399 -1.2756 0.2215
C -0.6477 -3.7766 -1.7963 -1.1498
N -1.7550 -4.3597 -1.0464 0.1135
H 5.2987 0.7784 -1.0992 0.3038
C -3.1769 2.0959 -2.9517 -0.4623
C 0.7311 -3.3849 4.4932 -0.7702
N -1.2792 -0.2072 2.2085 -1.5318
H 2.9867 3.9147 2.7695 0.3397
N -1.2836 0.2636 0.9943 0.9589
C -2.4062 0.7790 0.4368 0.3869
H 1.5786 -3.8970 4.9490 0.3680
C 1.8028 4.6101 -0.1339 -1.2705
N -4.0346 -4.7497 -0.8240 -0.0759
C -2.9853 -4.4678 -1.6750 0.5116
H 1.4072 5.3889 0.5220 0.3900
H -0.6753 -4.2774 0.7477 0.4577
H -0.1817 -3.6963 5.0014 0.3201
Ir 0.4866 0.1374 -0.3089 2.2975
H -1.0306 -1.0633 4.4036 0.2520
H 3.8175 -0.2040 -3.3956 0.4575
S 1.1416 -1.2623 1.5853 -0.6353
H 3.0285 2.1497 2.8006 0.3027
C 2.1477 1.4478 -0.2828 -0.4592
H 3.1308 4.1242 -2.4633 0.3709
H -3.5976 0.4118 2.1527 0.3926
C -2.7139 -4.6423 1.1132 0.4648
C -4.0506 -4.7975 0.5724 0.2007
C -1.6593 -4.4184 0.3227 -0.1279
H -0.7240 2.8564 1.0128 0.1021
H -3.9827 2.5512 -3.5114 0.4231
```

Summary:
multiplicity	5
E	-2708.91503	hartree
net charge	0
⟨S²⟩	6.0195
Kohn-Sham gap (alpha / beta)	0.208 / 0.235	hartree

=====

Here is the ion C4H6F2NO with charge +1 from the OMol25 dataset. Energies are from the ωB97M-V functional and the def2-TZVPD basis.

```
14
Properties=species:S:1:pos:R:3:mulliken_charge:R:1
C 1.1025 0.7386 0.0912 -0.0810
F 2.5822 -1.1144 -0.0464 -0.1548
H -1.6461 1.9260 -0.0948 0.4201
C -0.3129 -1.2123 0.0119 -0.9941
O -2.5220 0.1049 -0.2486 -0.3469
C 2.3733 0.1465 0.1130 0.3630
N -0.2539 0.3033 -0.0221 0.1119
H -1.3014 -1.5725 0.2178 0.3670
H -3.3321 0.4272 0.0727 0.3799
C -1.5282 0.9103 -0.0644 0.0867
F 3.5057 0.8016 0.2117 -0.1721
H 0.5426 -1.5300 0.6399 0.3291
H -0.1614 -1.7173 -0.9375 0.3595
H 0.9516 1.7879 0.0556 0.3316
```

Summary:
E	-485.38217	hartree
net charge	+1
relative energy (zero: lowest compared OMol25 entry of this formula, charge and spin)	99.8	kJ/mol
Kohn-Sham gap	0.317	hartree
SMILES string	C/[N+](C=C(F)F)=C\O

=====

Here is a structure of composition C19H36O9S from the OMol25 dataset. Energies are from the ωB97M-V functional and the def2-TZVPD basis.

```
65
Properties=species:S:1:pos:R:3:mulliken_charge:R:1
H 0.2739 -4.1745 -2.2912 0.2301
O 1.8755 -2.8863 -2.4235 -0.2369
H 1.2784 -4.3344 -3.7704 0.2471
C -0.7863 3.0302 -1.2253 -1.1747
H 0.8523 1.5244 5.3758 0.3158
H 1.7900 -0.1036 -2.6082 0.2601
C 2.8747 -2.8937 -1.4019 -0.6738
H -0.3497 -0.3021 3.5555 0.2709
H 0.2253 3.0036 0.6724 0.3926
H -4.3493 2.5791 -0.7772 0.3799
H -0.9218 1.6760 0.5481 0.2283
O -4.6156 -0.3841 -0.0014 -0.2824
H 2.6758 -0.6688 3.9555 0.3066
O -2.2134 -0.8957 -1.9906 -0.4811
C -5.4752 -1.4912 -0.1085 0.6608
C 1.8059 -0.1957 3.4867 0.3115
C 1.3121 -4.1731 -2.6759 -0.7523
H 3.1702 -1.7790 0.4112 0.2956
H 0.5545 0.3558 -0.7795 -0.1501
C 2.6032 0.5195 -2.1863 -0.7087
O -6.6422 -1.4416 -0.1134 -0.4399
H 0.4203 -0.6388 5.1020 0.3121
O -1.7979 -0.7934 -4.3835 -0.6165
H -3.3878 2.8905 -2.7127 0.5969
H 3.8717 -2.8602 -1.8913 0.2159
H -3.7216 -2.7798 0.1572 0.2805
S -2.0216 -0.1138 -3.1696 1.0950
H 2.8685 2.2874 -0.9965 0.4131
H 2.8098 -3.7731 -0.7350 0.4920
C -2.9880 1.9383 -2.3186 0.0897
H -5.2874 -3.4860 0.5972 0.3410
C 0.5120 -0.7823 4.0239 -1.1759
H 1.5508 2.3831 -2.2871 0.2604
H 3.9255 1.4615 5.3654 0.2918
H -3.0332 1.5396 -0.1183 -0.0348
H 1.8749 -0.4139 2.4190 -0.2073
H -0.0289 3.7038 -1.6639 0.5348
C 2.7254 -1.5701 -0.5881 -0.1057
O 1.8868 1.2141 3.6085 -0.3247
H 3.8987 0.2411 -0.3932 0.4218
H 1.8798 -5.0092 -2.2282 0.3452
H 2.9003 0.1784 5.9990 0.2646
H 1.6462 -1.4160 -0.4204 0.0764
C -3.7216 1.6868 -0.9657 -0.2382
C 2.0026 1.7889 -1.4761 -0.7554
C -1.4485 2.1811 -2.3356 0.1392
O -5.5199 0.4579 -1.8983 -0.4996
C 3.4684 -0.3590 -1.2244 -0.9308
H 2.9083 1.7527 6.7915 0.3913
H 0.4701 -1.8545 3.8249 0.4053
H -1.5860 3.6842 -0.8128 0.4088
C 2.9565 1.2540 5.8223 -1.0323
H 4.3416 -0.7389 -1.7933 0.3918
C 1.8284 1.7351 4.9251 -0.3925
C -4.7733 -2.8719 -0.1669 -0.9235
H 1.8962 2.8196 4.8248 0.3159
C 1.0079 1.2902 -0.3882 0.0196
H 3.2624 0.8102 -3.0312 0.4107
H -4.8813 -3.3454 -1.1530 0.2549
H 1.5716 0.9913 0.5182 0.4536
O -3.1732 1.0311 -3.4118 -0.4540
H -1.3112 2.8237 -3.2370 0.1560
O -0.8388 0.9391 -2.7530 -0.1921
C -0.1715 2.2441 -0.0394 -0.7006
C -4.7318 0.5143 -1.0378 0.2058
```

Summary:
E	-1820.82278	hartree
net charge	0
Kohn-Sham gap	0.364	hartree